Computed, not measured: a structure of composition C63H59FIMnN6O5P2 at a distorted geometry, with wB97M-V/def2-TZVPD.

Each line ends with the Löwdin charge.
Atoms and positions in Å:
Mn (0.398462, 0.037751, -1.007891)  0.35
C (-0.391428, 4.486336, -0.197716)  0.00
C (0.821623, 3.888615, 0.441522)  -0.25
N (1.405912, 4.517054, 1.423698)  0.12
C (2.518276, 3.985766, 1.985185)  -0.11
C (3.101000, 2.821811, 1.569812)  -0.16
C (4.289301, 2.296803, 2.324023)  -0.20
O (3.906891, 1.322809, 3.303942)  -0.06
C (2.475073, 2.097331, 0.510608)  -0.08
C (3.089965, 0.938965, -0.069659)  -0.05
N (2.544549, 0.075401, -0.877732)  0.01
C (3.451360, -0.859472, -1.437486)  -0.34
C (4.661091, -0.435808, -1.985523)  -0.04
C (5.535933, -1.346104, -2.556442)  -0.06
C (5.208196, -2.693346, -2.601151)  -0.08
C (4.002582, -3.128026, -2.069371)  -0.14
C (3.135153, -2.213533, -1.493831)  -0.61
I (1.337237, -2.846500, -0.690315)  1.17
C (1.292134, 2.613005, -0.056354)  -0.28
O (0.646536, 2.040073, -0.997588)  -0.13
H (-0.773100, 5.291325, 0.425968)  0.08
H (-1.164795, 3.736389, -0.365943)  0.07
H (-0.132618, 4.896997, -1.177131)  0.08
H (2.947532, 4.549850, 2.805024)  0.11
H (4.766196, 3.107355, 2.874090)  0.12
H (5.050666, 1.866443, 1.664112)  0.11
H (3.306767, 0.712000, 2.864493)  0.05
H (4.142881, 0.794911, 0.173163)  0.13
H (4.892361, 0.621698, -1.999405)  0.12
H (6.466883, -0.996211, -2.981820)  0.11
H (5.880423, -3.406115, -3.058755)  0.11
H (3.736966, -4.175591, -2.103995)  0.10
F (2.641396, -1.381775, 5.134405)  0.08
C (1.499144, -0.726289, 4.864271)  -0.20
C (1.090520, -0.580092, 3.574050)  0.09
C (-0.059812, 0.165079, 3.282907)  -0.02
C (-0.391291, 0.351508, 1.865154)  -0.26
O (0.438201, -0.049704, 1.027209)  -0.09
C (-1.620845, 1.013310, 1.608752)  0.00
C (-2.331736, 1.492658, 2.662826)  0.05
N (-1.993180, 1.406728, 3.975384)  0.04
C (-2.848366, 2.162871, 4.878529)  -0.22
C (-3.318296, 1.697631, 6.217749)  -0.08
C (-2.403991, 2.904019, 6.095392)  -0.08
C (-0.834052, 0.717426, 4.310451)  -0.09
C (-0.406596, 0.508353, 5.634279)  0.07
C (0.758167, -0.179150, 5.918912)  -0.15
N (1.172046, -0.271253, 7.283538)  -0.12
C (1.866980, 0.903177, 7.798690)  -0.11
C (1.636492, 0.971214, 9.325125)  -0.07
N (0.973364, -0.311411, 9.733682)  0.04
C (1.788748, -1.488540, 9.290756)  -0.06
C (1.818221, -1.490366, 7.744457)  -0.13
C (-2.205546, 1.246321, 0.219844)  -0.61
O (-3.259781, 1.873272, 0.155095)  0.04
O (-1.561820, 0.758513, -0.754692)  -0.17
H (1.648144, -1.018122, 2.755330)  0.14
H (-3.245009, 2.021980, 2.425096)  0.15
H (-3.588464, 2.676757, 4.284909)  0.15
H (-2.925795, 0.776450, 6.621161)  0.09
H (-4.359076, 1.869710, 6.450953)  0.11
H (-1.378324, 2.814017, 6.415444)  0.08
H (-2.825130, 3.887007, 6.245085)  0.11
H (-0.985880, 0.861712, 6.468801)  0.09
H (1.468655, 1.796307, 7.323852)  0.13
H (2.941403, 0.862304, 7.580037)  0.14
H (0.977158, 1.784865, 9.622724)  0.14
H (2.564559, 1.039406, 9.889176)  0.13
H (0.088324, -0.357544, 9.218662)  0.18
H (0.780883, -0.333942, 10.733477)  0.19
H (1.338997, -2.386126, 9.709473)  0.14
H (2.777173, -1.353847, 9.725847)  0.14
H (1.273578, -2.348840, 7.355476)  0.14
H (2.857797, -1.570081, 7.416317)  0.13
C (-3.003385, -0.529666, -2.900382)  -0.31
N (-2.289412, -0.125721, -4.099860)  -0.18
C (-1.310615, 0.943373, -3.943707)  -0.27
P (0.387837, 0.410315, -3.408786)  1.08
C (0.907922, -0.737846, -4.720328)  -0.35
C (1.301235, -0.287494, -5.981739)  -0.11
C (1.696376, -1.184490, -6.956452)  -0.07
C (1.708161, -2.549378, -6.684411)  -0.07
C (1.324520, -3.007016, -5.435714)  -0.07
C (0.931717, -2.101420, -4.458226)  -0.12
C (1.405900, 1.869072, -3.791602)  -0.36
C (0.883653, 3.157090, -3.827263)  -0.08
C (1.716047, 4.246489, -4.040753)  -0.07
C (3.078743, 4.061159, -4.212403)  -0.08
C (3.608124, 2.778105, -4.175582)  -0.08
C (2.775927, 1.690819, -3.966964)  -0.11
C (-3.001492, -0.142087, -5.323426)  -0.24
C (-4.394874, -0.097556, -5.382301)  -0.03
C (-5.050021, -0.144682, -6.603758)  -0.08
C (-4.339670, -0.218808, -7.790512)  -0.10
C (-2.953565, -0.250009, -7.738638)  -0.08
C (-2.292942, -0.219891, -6.523781)  -0.03
P (-1.934329, -1.621176, -1.849438)  1.05
C (-2.246511, -3.255822, -2.624767)  -0.35
C (-2.053364, -3.397778, -4.000459)  -0.10
C (-2.221709, -4.625946, -4.618394)  -0.08
C (-2.572949, -5.742781, -3.874777)  -0.09
C (-2.764104, -5.615898, -2.506759)  -0.08
C (-2.606126, -4.383310, -1.889573)  -0.09
C (-2.858234, -1.761791, -0.277351)  -0.36
C (-4.129569, -1.233891, -0.071122)  -0.07
C (-4.718245, -1.270022, 1.185919)  -0.07
C (-4.050407, -1.843853, 2.256615)  -0.09
C (-2.782414, -2.376661, 2.066346)  -0.09
C (-2.193413, -2.322269, 0.814682)  -0.13
H (-3.872417, -1.115662, -3.195724)  0.09
H (-3.326427, 0.327823, -2.302311)  0.09
H (-1.654508, 1.662519, -3.187954)  0.10
H (-1.224887, 1.470327, -4.895517)  0.10
H (1.308667, 0.774447, -6.200205)  0.12
H (1.998763, -0.822446, -7.930037)  0.11
H (2.019388, -3.249362, -7.448497)  0.10
H (1.322785, -4.066758, -5.216962)  0.11
H (0.617794, -2.466611, -3.488162)  0.03
H (-0.171592, 3.328419, -3.665226)  0.10
H (1.296012, 5.243273, -4.068555)  0.11
H (3.725762, 4.912277, -4.377813)  0.10
H (4.669934, 2.622519, -4.319548)  0.10
H (3.198020, 0.692473, -3.956568)  0.10
H (-4.980306, 0.000024, -4.478941)  0.11
H (-6.131547, -0.106388, -6.623033)  0.10
H (-4.855889, -0.252534, -8.739602)  0.10
H (-2.377608, -0.317414, -8.652770)  0.10
H (-1.214972, -0.290175, -6.496927)  0.09
H (-1.774504, -2.543357, -4.600694)  0.08
H (-2.076056, -4.703666, -5.688575)  0.11
H (-2.703188, -6.702203, -4.357630)  0.10
H (-3.048595, -6.475277, -1.913697)  0.10
H (-2.781770, -4.310149, -0.823557)  0.09
H (-4.665990, -0.760583, -0.881918)  0.11
H (-5.703500, -0.844119, 1.323062)  0.11
H (-4.517790, -1.880715, 3.232655)  0.10
H (-2.249994, -2.832954, 2.891949)  0.10
H (-1.191408, -2.716344, 0.692327)  0.04

Cartesian forces, eV/Å:
-0.22 0.97 -0.34
-0.04 0.04 0.00
-0.05 -0.10 -0.08
0.00 0.03 0.07
0.07 -0.01 -0.02
-0.09 -0.01 -0.03
0.06 -0.03 -0.01
0.03 -0.04 0.00
0.10 -0.08 0.08
-0.13 -0.08 -0.15
0.08 0.07 0.43
-0.20 0.09 -0.09
0.08 -0.09 -0.07
-0.04 -0.03 0.02
-0.01 0.02 -0.01
0.01 0.01 -0.01
0.23 0.04 -0.13
-0.04 -0.20 0.17
-0.07 0.18 -0.11
0.07 -0.23 0.25
0.01 0.01 0.00
-0.01 0.00 0.01
0.00 -0.02 -0.03
0.02 0.01 0.02
-0.05 -0.01 0.00
-0.04 0.06 -0.02
-0.05 -0.05 0.02
0.02 -0.06 -0.03
-0.02 0.01 0.03
0.01 -0.01 -0.01
0.00 -0.01 0.00
0.00 -0.01 0.01
0.10 -0.08 0.04
-0.15 0.17 0.04
-0.15 0.11 0.00
0.16 -0.17 -0.11
0.11 0.09 -0.03
-0.12 -0.22 -0.12
-0.01 -0.02 -0.12
0.09 0.05 -0.04
0.10 0.07 -0.14
-0.06 -0.07 -0.06
-0.05 0.09 0.03
0.03 -0.08 0.02
-0.02 -0.08 0.17
0.05 -0.07 -0.08
-0.07 -0.04 -0.11
-0.15 0.14 0.08
0.13 0.06 -0.02
-0.01 -0.05 0.08
-0.08 0.00 -0.09
-0.01 0.03 0.10
0.07 -0.09 -0.02
0.10 0.06 0.23
-0.04 0.00 -0.04
0.29 -0.28 -0.28
0.00 0.03 -0.01
-0.03 0.01 0.00
-0.02 -0.01 0.04
0.01 0.00 -0.01
-0.01 -0.01 0.02
0.03 0.01 0.01
-0.02 0.01 -0.01
0.06 0.02 0.05
0.00 -0.02 0.00
-0.02 0.01 0.00
0.02 -0.01 -0.04
-0.02 0.05 -0.01
0.00 0.00 0.03
0.06 0.00 0.01
0.01 0.00 -0.04
0.00 -0.05 -0.01
0.01 0.01 0.00
-0.03 -0.02 -0.01
-0.13 0.00 0.00
0.14 -0.18 -0.06
-0.14 0.18 -0.03
-0.11 -0.01 0.42
0.09 -0.06 0.06
-0.02 0.11 -0.04
0.01 -0.11 -0.02
0.01 0.04 -0.03
-0.01 0.01 0.00
-0.08 -0.06 0.04
-0.04 0.02 -0.02
-0.01 0.02 0.02
0.01 0.01 0.01
0.03 0.02 -0.01
0.01 0.02 0.00
0.05 0.01 0.00
-0.11 0.01 -0.06
0.05 0.04 0.05
-0.05 0.00 -0.07
0.00 0.00 0.04
-0.01 0.00 -0.06
0.04 -0.03 0.05
0.12 -0.02 0.01
-0.07 0.02 0.02
0.00 0.00 -0.01
0.00 -0.02 -0.05
-0.01 -0.03 0.05
0.01 -0.01 -0.06
0.00 -0.06 0.09
0.01 0.10 0.06
-0.01 -0.03 -0.04
0.00 -0.02 0.01
-0.02 -0.01 0.02
-0.04 -0.02 0.05
0.02 -0.03 -0.02
0.03 0.01 0.02
0.00 -0.02 0.01
0.02 -0.03 0.00
0.06 -0.01 0.03
-0.02 -0.03 0.01
0.01 0.00 -0.02
0.00 -0.01 -0.01
0.00 -0.03 0.01
0.02 0.01 0.01
-0.03 -0.01 0.00
0.00 0.02 0.00
0.01 0.01 0.00
0.02 0.01 0.00
-0.03 -0.01 0.00
0.00 0.00 0.01
-0.01 0.00 0.00
-0.01 0.00 -0.02
0.01 0.00 -0.01
0.07 0.00 0.01
0.01 0.07 -0.01
-0.01 -0.02 -0.01
0.00 -0.01 0.00
0.00 -0.02 0.00
0.01 0.03 -0.01
0.00 -0.01 -0.01
-0.01 0.01 0.01
-0.01 0.00 0.01
0.01 0.00 0.02
0.01 0.00 -0.01

As for the charge: +1. The energy comes out at -146177.1970 eV. The value obtained for the orbital gap (spin up / spin down) is 5.667 / 5.598 eV. The HOMO energy (spin up / spin down) comes out at -0.3247 / -0.3222 hartree. Its LUMO energy (spin up / spin down) is -0.11645 / -0.11645 Ha. The multiplicity is 2.